1.
One molecule with the formula C20H27N3O3. Source: OMol25; level of theory: ωB97M-V with the def2-TZVPD basis set.

CARTESIAN COORDINATES (ANGSTROEM)
C1 2.501 1.702 5.035
C2 1.286 2.520 4.602
C3 1.379 3.935 5.173
C4 1.162 2.595 3.077
C5 0.904 1.262 2.372
C6 -0.448 0.636 2.740
C7 -0.322 -0.181 4.006
O1 0.580 -0.933 4.268
O2 -1.360 0.003 4.832
C8 -1.011 -0.254 1.604
C9 -2.432 -0.713 1.921
C10 -0.112 -1.467 1.318
C11 -0.577 -2.194 0.070
O3 -1.196 -3.233 0.084
N1 -0.237 -1.537 -1.078
C12 -0.544 -1.928 -2.368
C13 -1.246 -3.066 -2.817
C14 -1.248 -2.941 -4.181
N2 -0.587 -1.797 -4.493
C15 -0.335 -1.245 -5.749
C16 -0.696 -1.902 -6.922
C17 -0.429 -1.317 -8.147
C18 0.197 -0.084 -8.218
C19 0.560 0.567 -7.050
C20 0.298 -0.006 -5.822
N3 -0.157 -1.175 -3.383
H1 3.405 2.092 4.571
H2 2.391 0.657 4.761
H3 2.622 1.754 6.115
H4 0.384 2.049 5.007
H5 1.439 3.906 6.258
H6 0.507 4.522 4.895
H7 2.267 4.437 4.794
H8 2.087 3.020 2.677
H9 0.351 3.284 2.826
H10 1.701 0.557 2.610
H11 0.925 1.446 1.295
H12 -1.182 1.424 2.929
H13 -1.267 -0.551 5.624
H14 -1.048 0.376 0.706
H15 -3.080 0.141 2.111
H16 -2.446 -1.356 2.797
H17 -2.839 -1.277 1.086
H18 0.922 -1.148 1.188
H19 -0.155 -2.165 2.153
H20 0.296 -0.681 -1.024
H21 -1.669 -3.838 -2.211
H22 -1.677 -3.581 -4.923
H23 -1.179 -2.865 -6.891
H24 -0.712 -1.832 -9.052
H25 0.402 0.365 -9.178
H26 1.050 1.528 -7.096
H27 0.572 0.485 -4.902

Results
Max |F| in hartree/bohr: 0.019
Energy above the lowest of the compared OMol25 structures with the same formula, charge and spin in kcal per mole: 40.0
Electronic energy in Ha: -1168.3504
Spin multiplicity: 1
Charge: 0
HOMO-LUMO gap in eV: 8.87
Highest occupied orbital energy in eV: -8.176
SMILES: CC(C)CC[C@H](C(=O)O)[C@H](C)CC(=O)Nc1ccn(-c2ccccc2)n1
LUMO energy in hartree: 0.02566
Molecular weight in g mol⁻¹: 357.454



2.
One molecule with the formula C20H27N3O5. Source: OMol25; level of theory: ωB97M-V with the def2-TZVPD basis set.

CARTESIAN COORDINATES (ANGSTROEM)
C1 0.142 5.471 -2.620
C2 1.515 5.915 -2.134
O1 2.176 4.882 -1.409
C3 1.809 4.750 -0.110
O2 1.006 5.473 0.436
N1 2.481 3.757 0.512
C4 3.331 2.801 -0.161
C5 2.638 1.440 -0.241
C6 2.248 0.965 1.162
N2 1.533 -0.288 1.083
C7 1.985 -1.413 1.650
O3 3.025 -1.470 2.289
C8 1.137 -2.649 1.481
C9 1.614 -3.763 2.171
C10 0.983 -4.993 2.140
C11 -0.174 -5.160 1.396
C12 -0.662 -4.072 0.704
C13 -0.035 -2.818 0.731
C14 -0.847 -1.913 -0.118
O4 -0.696 -0.723 -0.373
N3 -1.861 -2.648 -0.624
C15 -2.905 -2.093 -1.440
C16 -4.225 -1.946 -0.665
O5 -4.839 -3.172 -0.341
C17 -5.556 -3.768 -1.394
C18 -1.878 -4.012 -0.162
C19 1.377 2.029 1.839
C20 2.105 3.373 1.855
H1 -0.501 5.274 -1.766
H2 -0.304 6.255 -3.224
H3 0.228 4.565 -3.216
H4 2.178 6.136 -2.974
H5 1.419 6.797 -1.493
H6 3.568 3.175 -1.156
H7 4.259 2.707 0.414
H8 3.304 0.713 -0.708
H9 1.735 1.524 -0.850
H10 3.148 0.782 1.760
H11 0.679 -0.290 0.524
H12 2.520 -3.627 2.744
H13 1.394 -5.822 2.694
H14 -0.682 -6.112 1.355
H15 -3.049 -2.724 -2.323
H16 -2.568 -1.103 -1.756
H17 -4.022 -1.457 0.291
H18 -4.913 -1.318 -1.247
H19 -6.045 -4.645 -0.973
H20 -6.315 -3.084 -1.790
H21 -4.902 -4.083 -2.215
H22 -1.819 -4.711 -1.005
H23 -2.800 -4.222 0.392
H24 1.143 1.724 2.859
H25 0.442 2.128 1.284
H26 1.463 4.158 2.258
H27 3.013 3.300 2.463

Results
Max |F| in hartree/bohr: 0.014
Energy above the lowest of the compared OMol25 structures with the same formula, charge and spin in kcal per mole: 30.8
Electronic energy in Ha: -1318.8606
Spin multiplicity: 1
Charge: 0
HOMO-LUMO gap in eV: 9.25
Highest occupied orbital energy in eV: -9.003
SMILES: CCOC(=O)N1CCC(NC(=O)c2cccc3c2C(=O)N(CCOC)C3)CC1
LUMO energy in hartree: 0.00889
Molecular weight in g mol⁻¹: 389.452



3.
C20H27N6S2V as an isolated structure. Source: OMol25; level of theory: ωB97M-V with the def2-TZVPD basis set.

CARTESIAN COORDINATES (ANGSTROEM)
V1 1.083 -0.246 -1.146
C1 2.362 -2.885 -1.261
C2 3.047 -2.301 -0.014
N1 2.279 -1.084 0.397
C3 3.211 -0.080 0.799
C4 3.654 0.901 -0.321
S1 2.483 1.222 -2.031
C5 3.044 0.073 -3.438
C6 3.243 -1.358 -2.980
N2 2.064 -1.864 -2.221
H1 3.085 -3.625 -1.662
H2 1.473 -3.397 -0.904
H3 3.111 -2.983 0.865
H4 4.071 -2.038 -0.293
H5 1.619 -1.223 1.117
H6 2.730 0.467 1.657
H7 4.063 -0.576 1.356
H8 3.490 1.921 0.044
H9 4.669 0.773 -0.755
H10 2.362 0.097 -4.270
H11 3.884 0.527 -3.932
H12 3.451 -2.025 -3.831
H13 4.070 -1.334 -2.245
H14 1.200 -2.033 -2.774
S2 -1.087 -1.399 -1.882
C7 -1.370 -1.031 -0.209
N3 -2.352 -1.665 0.432
N4 -2.503 -1.503 1.701
C8 -3.662 -1.808 2.329
C9 -3.728 -2.017 3.697
C10 -4.995 -2.257 4.308
C11 -6.136 -2.253 3.511
C12 -6.027 -2.073 2.115
C13 -4.813 -1.862 1.500
N5 -0.620 -0.098 0.491
N6 -0.266 0.892 -0.346
C14 -0.388 2.218 -0.230
C15 -0.956 2.812 0.894
C16 -1.387 4.139 0.905
C17 -1.179 4.912 -0.244
C18 -0.453 4.364 -1.295
C19 0.019 2.999 -1.412
H15 -1.835 -0.834 2.168
H16 -2.765 -1.962 4.311
H17 -5.149 -2.369 5.373
H18 -7.136 -2.429 3.900
H19 -6.960 -2.158 1.519
H20 -4.700 -1.775 0.417
H21 -1.070 2.133 1.751
H22 -1.899 4.536 1.790
H23 -1.444 5.911 -0.172
H24 -0.049 5.082 -2.064
H25 -0.350 2.569 -2.355
C20 1.572 3.038 -1.686
H26 2.125 3.299 -0.781
H27 1.814 3.659 -2.591

Results
Max |F| in hartree/bohr: 0.109
Energy above the lowest of the compared OMol25 structures with the same formula, charge and spin in kcal per mole: 79.9
Electronic energy in Ha: -2846.9631
Spin multiplicity: 4
Charge: -1
HOMO-LUMO gap (alpha / beta) in eV: 4.74 / 4.59
Highest occupied orbital energy (alpha / beta) in eV: -2.240 / -2.129
LUMO energy (alpha / beta) in hartree: 0.09171 / 0.09040
Molecular weight in g mol⁻¹: 466.556
<S²>: 4.098



4.
One molecule with the formula C20H27NO2. Source: OMol25; level of theory: ωB97M-V with the def2-TZVPD basis set.

CARTESIAN COORDINATES (ANGSTROEM)
O1 -1.258 2.085 -0.035
C1 -1.006 0.849 0.623
C2 0.100 0.230 -0.100
C3 1.030 -0.221 -0.708
C4 2.118 -0.826 -1.452
N1 2.057 -0.466 -2.859
C5 3.205 -0.955 -3.597
C6 3.118 -0.444 -5.035
O2 1.930 -0.865 -5.661
C7 0.808 -0.416 -4.935
C8 0.835 -0.924 -3.496
C9 -2.248 -0.037 0.595
C10 -3.460 0.465 1.058
C11 -4.599 -0.320 1.052
C12 -4.545 -1.621 0.584
C13 -3.343 -2.130 0.124
C14 -2.204 -1.345 0.128
C15 -0.585 1.094 2.102
C16 -0.270 -0.217 2.821
C17 0.118 0.052 4.272
C18 1.314 0.996 4.345
C19 1.001 2.304 3.624
C20 0.621 2.030 2.173
H1 -2.021 2.502 0.380
H2 3.070 -0.460 -1.053
H3 2.081 -1.925 -1.304
H4 4.118 -0.577 -3.131
H5 3.243 -2.061 -3.607
H6 3.939 -0.839 -5.636
H7 3.165 0.656 -5.025
H8 -0.070 -0.792 -5.463
H9 0.787 0.684 -4.924
H10 -0.018 -0.522 -2.946
H11 0.772 -2.029 -3.499
H12 -3.528 1.477 1.436
H13 -5.531 0.088 1.416
H14 -5.434 -2.234 0.580
H15 -3.291 -3.145 -0.243
H16 -1.269 -1.745 -0.233
H17 -1.432 1.574 2.609
H18 -1.137 -0.881 2.787
H19 0.554 -0.715 2.305
H20 0.356 -0.891 4.769
H21 -0.730 0.499 4.797
H22 1.568 1.195 5.388
H23 2.177 0.522 3.873
H24 1.868 2.966 3.659
H25 0.174 2.808 4.132
H26 0.393 2.964 1.656
H27 1.461 1.563 1.654

Results
Max |F| in hartree/bohr: 0.012
Energy above the lowest of the compared OMol25 structures with the same formula, charge and spin in kcal per mole: 69.2
Electronic energy in Ha: -983.4659
Spin multiplicity: 1
Charge: 0
HOMO-LUMO gap in eV: 9.67
Highest occupied orbital energy in eV: -8.876
SMILES: O[C@](C#CCN1CCOCC1)(c1ccccc1)C1CCCCC1
LUMO energy in hartree: 0.02929
Molecular weight in g mol⁻¹: 313.441



5.
C20H27NO6SSiW as an isolated structure. Source: OMol25; level of theory: ωB97M-V with the def2-TZVPD basis set.

CARTESIAN COORDINATES (ANGSTROEM)
W1 0.105 0.354 -0.923
O1 -0.378 3.402 -1.861
C1 0.506 2.440 -1.608
O2 0.833 2.132 -0.366
C2 1.533 2.254 -2.696
O3 2.008 0.926 -2.461
C3 2.064 0.023 -3.556
C4 1.276 -1.221 -3.183
O4 1.486 -2.315 -3.580
O5 0.262 -0.953 -2.283
H1 -0.761 3.737 -1.037
H2 1.044 2.348 -3.667
H3 2.351 2.971 -2.621
H4 1.640 0.454 -4.466
H5 3.094 -0.268 -3.755
C5 -1.124 -1.722 2.015
Si1 -2.427 -0.588 1.333
C6 -3.868 -1.462 0.571
C7 -2.860 0.798 2.485
N1 -1.541 0.179 -0.111
C8 -2.288 0.910 -1.128
C9 -2.499 0.336 -2.382
C10 -3.219 1.050 -3.339
C11 -3.763 2.280 -3.020
C12 -3.588 2.828 -1.746
C13 -2.834 2.161 -0.806
H6 -1.536 -2.324 2.828
H7 -0.279 -1.165 2.427
H8 -0.777 -2.415 1.243
H9 -4.413 -2.000 1.351
H10 -3.546 -2.196 -0.170
H11 -4.571 -0.774 0.098
H12 -3.194 0.377 3.438
H13 -3.673 1.421 2.110
H14 -1.996 1.431 2.698
H15 -2.153 -0.667 -2.593
H16 -3.385 0.618 -4.316
H17 -4.349 2.815 -3.755
H18 -4.041 3.780 -1.501
H19 -2.683 2.573 0.185
C14 3.573 -1.882 -0.311
S1 2.056 -1.709 0.611
O6 1.619 -0.228 0.166
C15 2.632 -1.469 2.247
C16 2.254 -2.440 3.169
C17 2.728 -2.341 4.468
C18 3.544 -1.275 4.822
C19 3.898 -0.302 3.889
C20 3.450 -0.395 2.586
H20 4.196 -1.001 -0.173
H21 3.316 -2.053 -1.356
H22 4.068 -2.771 0.082
H23 1.607 -3.259 2.877
H24 2.456 -3.089 5.199
H25 3.910 -1.194 5.836
H26 4.529 0.524 4.184
H27 3.709 0.358 1.853

Results
Max |F| in hartree/bohr: 0.012
Energy above the lowest of the compared OMol25 structures with the same formula, charge and spin in kcal per mole: 0.0
Electronic energy in Ha: -2038.7957
Spin multiplicity: 1
Charge: +2
HOMO-LUMO gap in eV: 7.68
Highest occupied orbital energy in eV: -15.003
LUMO energy in hartree: -0.26927
Molecular weight in g mol⁻¹: 621.430



6.
C20H28Cl2N2O5P2Re as an isolated structure. Source: OMol25; level of theory: ωB97M-V with the def2-TZVPD basis set.

CARTESIAN COORDINATES (ANGSTROEM)
Re1 0.463 0.639 -1.186
C1 1.700 4.016 -1.360
P1 0.228 3.015 -1.661
C2 -0.246 3.276 -3.387
C3 -1.106 3.680 -0.643
C4 -1.450 5.028 -0.721
C5 -2.480 5.527 0.059
C6 -3.174 4.686 0.921
C7 -2.839 3.344 1.004
C8 -1.803 2.834 0.224
P2 -1.368 1.084 0.311
C9 -0.986 0.711 2.036
C10 -2.822 0.114 -0.122
H1 2.050 3.858 -0.340
H2 1.474 5.074 -1.498
H3 2.486 3.728 -2.058
H4 -0.460 4.336 -3.529
H5 -1.138 2.697 -3.623
H6 0.570 2.989 -4.051
H7 -0.921 5.698 -1.388
H8 -2.744 6.574 -0.005
H9 -3.977 5.078 1.530
H10 -3.393 2.701 1.677
H11 -1.824 1.014 2.665
H12 -0.091 1.245 2.354
H13 -0.837 -0.363 2.144
H14 -3.649 0.369 0.542
H15 -2.578 -0.945 -0.025
H16 -3.109 0.318 -1.153
Cl1 1.162 -2.701 -3.177
C11 0.878 -1.119 -3.843
Cl2 1.983 0.122 -3.077
C12 -0.565 -0.679 -3.599
O1 -1.447 -1.008 -4.304
O2 -0.776 0.115 -2.484
H17 1.107 -1.110 -4.904
C13 -0.424 -3.196 3.045
C14 0.991 -2.794 2.653
C15 1.381 -3.150 1.175
C16 1.193 -4.645 0.859
C17 1.806 -5.628 1.851
C18 2.839 -2.726 1.051
O3 3.797 -3.415 1.166
N1 3.055 -1.299 0.859
C19 2.100 -0.563 0.331
O4 2.195 0.689 0.007
N2 0.896 -1.026 -0.007
C20 0.451 -2.330 0.283
O5 -0.623 -2.684 -0.114
H18 -0.620 -2.869 4.066
H19 -0.558 -4.276 3.017
H20 -1.180 -2.754 2.394
H21 1.715 -3.295 3.297
H22 1.135 -1.719 2.812
H23 1.580 -4.831 -0.146
H24 0.117 -4.810 0.801
H25 2.883 -5.522 1.938
H26 1.593 -6.640 1.511
H27 1.367 -5.527 2.844
H28 3.994 -0.936 0.976

Results
Max |F| in hartree/bohr: 0.024
Energy above the lowest of the compared OMol25 structures with the same formula, charge and spin in kcal per mole: 0.0
Electronic energy in Ha: -2945.5577
Spin multiplicity: 2
Charge: +2
HOMO-LUMO gap (alpha / beta) in eV: 7.15 / 7.38
Highest occupied orbital energy (alpha / beta) in eV: -15.753 / -15.498
LUMO energy (alpha / beta) in hartree: -0.31616 / -0.29819
Molecular weight in g mol⁻¹: 695.514
<S²>: 0.982



7.
C20H28ClF5N2O3TbTe as an isolated structure. Source: OMol25; level of theory: ωB97M-V with the def2-TZVPD basis set.

CARTESIAN COORDINATES (ANGSTROEM)
Tb1 0.589 -0.003 1.275
Cl1 -0.973 0.042 3.157
N1 -0.136 2.242 0.482
N2 -0.212 -2.231 0.519
C1 -0.715 2.858 -0.557
C2 -0.772 -2.849 -0.529
C3 0.610 3.290 1.236
C4 0.796 4.361 0.169
C5 1.955 2.813 1.731
C6 -0.200 3.779 2.435
H1 2.529 2.305 0.955
H2 1.827 2.143 2.585
H3 2.529 3.679 2.089
H4 -1.052 4.397 2.127
H5 0.460 4.383 3.061
H6 -0.565 2.937 3.029
C7 0.489 -3.289 1.309
C8 0.680 -4.380 0.259
C9 -0.367 -3.746 2.489
C10 1.842 -2.845 1.822
H7 2.453 -2.373 1.048
H8 2.376 -3.728 2.211
H9 1.724 -2.149 2.658
H10 -1.227 -4.341 2.155
H11 -0.728 -2.891 3.067
H12 0.255 -4.366 3.138
O1 -0.269 -4.057 -0.785
H13 0.484 -5.404 0.604
H14 1.682 -4.302 -0.179
O2 -0.193 4.048 -0.845
H15 1.782 4.256 -0.299
H16 0.633 5.394 0.503
C11 -1.928 2.501 -1.364
C12 -1.950 -2.487 -1.384
C13 -1.889 -1.198 -2.164
H17 -2.803 -2.448 -0.676
H18 -2.080 -3.332 -2.070
C14 -1.863 0.006 -1.465
C15 -1.882 1.218 -2.154
H19 -1.832 0.000 -0.377
C16 -1.931 1.232 -3.555
C17 -1.873 0.019 -4.216
C18 -1.989 2.512 -4.343
C19 -1.937 -1.199 -3.566
H20 -1.822 0.026 -5.309
C20 -2.001 -2.471 -4.368
H21 -2.008 -2.233 -5.437
H22 -2.919 -3.038 -4.167
H23 -1.143 -3.128 -4.185
H24 -2.908 3.077 -4.142
H25 -1.992 2.284 -5.415
H26 -1.132 3.167 -4.150
H27 -2.089 3.350 -2.040
H28 -2.751 2.449 -0.623
F1 4.696 -1.512 2.577
Te1 3.813 -0.042 3.415
F2 4.971 -0.062 4.974
F3 2.731 -1.250 4.421
F4 2.862 1.332 4.336
F5 4.823 1.286 2.494
O3 2.545 -0.032 2.033

Results
Max |F| in hartree/bohr: 0.077
Electronic energy in Ha: -3166.2699
Spin multiplicity: 7
Charge: -1
HOMO-LUMO gap (alpha / beta) in eV: 4.56 / 4.11
Highest occupied orbital energy (alpha / beta) in eV: -2.547 / -2.116
LUMO energy (alpha / beta) in hartree: 0.07409 / 0.07328
Molecular weight in g mol⁻¹: 761.423
<S²>: 13.032



8.
One molecule with the formula C20H28ClN3O2. Source: OMol25; level of theory: ωB97M-V with the def2-TZVPD basis set.

CARTESIAN COORDINATES (ANGSTROEM)
O1 0.271 1.337 -1.032
C1 -0.051 0.283 -1.539
C2 0.874 -0.916 -1.635
C3 0.817 -1.735 -0.314
C4 -0.672 -1.952 -0.052
O2 -1.333 -2.668 -0.788
N1 -1.226 -1.274 0.961
C5 -0.471 -0.379 1.804
C6 0.900 -1.003 2.013
N2 1.566 -1.080 0.735
C7 2.968 -1.451 0.815
C8 3.894 -0.478 0.067
C9 5.355 -0.765 0.420
C10 6.285 0.188 -0.325
C11 5.940 1.637 0.005
C12 4.482 1.928 -0.338
C13 3.552 0.973 0.402
N3 -1.272 0.068 -2.087
C14 -2.367 1.003 -1.913
C15 -3.307 0.519 -0.838
C16 -4.055 -0.632 -1.063
C17 -4.875 -1.163 -0.085
C18 -4.964 -0.540 1.150
C19 -4.237 0.611 1.395
C20 -3.412 1.133 0.407
Cl1 -2.515 2.569 0.769
H1 0.576 -1.561 -2.461
H2 1.890 -0.563 -1.788
H3 1.238 -2.732 -0.535
H4 -2.226 -1.348 1.073
H5 -0.997 -0.253 2.751
H6 -0.350 0.597 1.322
H7 1.494 -0.365 2.670
H8 0.777 -1.992 2.493
H9 3.131 -2.471 0.433
H10 3.263 -1.451 1.868
H11 3.778 -0.625 -1.011
H12 5.602 -1.800 0.169
H13 5.498 -0.640 1.496
H14 7.323 -0.021 -0.055
H15 6.182 0.028 -1.401
H16 6.598 2.311 -0.548
H17 6.103 1.812 1.071
H18 4.236 2.958 -0.076
H19 4.334 1.816 -1.415
H20 3.658 1.125 1.479
H21 2.515 1.174 0.132
H22 -1.528 -0.880 -2.324
H23 -1.921 1.963 -1.644
H24 -2.902 1.102 -2.862
H25 -3.987 -1.120 -2.024
H26 -5.440 -2.060 -0.284
H27 -5.601 -0.945 1.921
H28 -4.302 1.111 2.349

Results
Max |F| in hartree/bohr: 0.012
Energy above the lowest of the compared OMol25 structures with the same formula, charge and spin in kcal per mole: 4.3
Electronic energy in Ha: -1553.9100
Spin multiplicity: 1
Charge: 0
HOMO-LUMO gap in eV: 9.21
Highest occupied orbital energy in eV: -8.428
SMILES: O=C(C[C@@H]1C(=O)NCCN1CC1CCCCC1)NCc1ccccc1Cl
LUMO energy in hartree: 0.02862
Molecular weight in g mol⁻¹: 377.916